Entry A
# C25H31N3O2

An isolated molecule of C25H31N3O2 (ωB97M-V/def2-TZVPD, the Open Molecules 2025 dataset).

```
61
C25H31N3O2 | the Open Molecules 2025 dataset | ωB97M-V/def2-TZVPD
C -1.77656 4.08173 -1.33015
C -1.81658 4.44340 -2.80952
C -2.46828 3.36591 -3.67575
C -1.67597 2.05803 -3.70908
C -1.98480 1.17820 -2.50367
O -3.08295 1.11034 -1.99770
N -0.92645 0.45474 -2.07042
C -1.01504 -0.49957 -0.98235
C -0.31105 -0.03037 0.27260
C 0.52581 1.07315 0.30790
C 1.15862 1.45918 1.47320
C 0.99719 0.74090 2.66505
N 1.62962 1.11462 3.82598
C 1.29280 0.52865 5.10228
C 2.13697 -0.70744 5.42429
C 2.63521 2.15029 3.85054
C 2.04396 3.54797 4.05469
C 0.16005 -0.38449 2.61349
C -0.47843 -0.75020 1.44886
C -0.43312 -1.82614 -1.41872
C 0.94727 -1.93537 -1.66244
C 1.52480 -3.10475 -2.07273
C 0.73096 -4.25239 -2.25898
C 1.22232 -5.50529 -2.67987
C 0.35504 -6.55528 -2.82313
C -1.00757 -6.35336 -2.54417
N -1.50080 -5.21114 -2.15193
C -0.66074 -4.16555 -2.00641
C -1.23628 -2.93634 -1.58214
O -2.56081 -2.90164 -1.34568
H -1.13691 3.22182 -1.15070
H -2.77330 3.83278 -0.97549
H -1.39667 4.91728 -0.74516
H -0.80058 4.63243 -3.16886
H -2.38348 5.36971 -2.93161
H -3.46587 3.14476 -3.29179
H -2.57051 3.75008 -4.69342
H -1.96967 1.48177 -4.59097
H -0.60516 2.25988 -3.77779
H -0.04588 0.51043 -2.55672
H -2.08425 -0.62480 -0.77727
H 0.68186 1.66620 -0.58232
H 1.77642 2.34176 1.44117
H 1.45472 1.28428 5.87689
H 0.23071 0.27209 5.11895
H 3.19289 -0.44798 5.45155
H 1.85440 -1.11274 6.39257
H 1.99571 -1.47398 4.66703
H 3.32729 1.93016 4.66910
H 3.21301 2.11952 2.92332
H 2.83572 4.29286 4.06385
H 1.34445 3.78641 3.25802
H 1.50954 3.59835 5.00053
H 0.00230 -0.99215 3.48930
H -1.12048 -1.61937 1.44707
H 1.56147 -1.06061 -1.50140
H 2.58780 -3.16570 -2.25351
H 2.27812 -5.61847 -2.88385
H 0.69757 -7.52690 -3.14393
H -1.71699 -7.16435 -2.64852
H -2.89942 -3.79334 -1.54005
```

Values from the calculation:
- Highest occupied orbital energy: -7.32 eV
- Structure (SMILES): CCCCC(=O)N[C@H](c1ccc(N(CC)CC)cc1)c1ccc2cccnc2c1O

Formally, the Mulliken partial charges of the atoms, in units of the elementary charge, are as follows: -0.66, -0.50, -0.70, -0.46, 0.31, -0.67, 0.01, -0.60, -0.62, -0.66, -0.69, 2.24, 0.32, -0.92, -1.11, -0.95, -1.08, -0.67, -1.20, -0.34, -0.20, -1.57, 1.26, -0.61, -0.53, -0.38, -0.66, 0.58, 0.51, -0.61, -0.09, 0.30, 0.41, 0.27, 0.32, 0.31, 0.36, 0.32, 0.33, 0.41, 0.66, 0.37, 0.27, 0.37, 0.49, 0.32, 0.39, 0.29, 0.39, 0.48, 0.38, 0.28, 0.32, 0.30, 0.46, 0.44, 0.37, 0.43, 0.39, 0.43, 0.43


Entry B
# C25H31N3O2

An isolated molecule of C25H31N3O2 (ωB97M-V/def2-TZVPD, the Open Molecules 2025 dataset).

```
61
C25H31N3O2 | the Open Molecules 2025 dataset | ωB97M-V/def2-TZVPD
C -5.05271 -1.86751 -3.02197
O -4.85747 -0.86233 -2.05795
C -4.07847 -1.14216 -0.97037
C -3.42623 -2.35142 -0.75662
C -2.61763 -2.52470 0.35385
C -2.46821 -1.52152 1.30044
C -1.47901 -1.64436 2.43195
N -0.18850 -1.02902 2.14347
C 0.48823 -1.61561 1.00403
C 1.93407 -1.12670 0.96522
C 2.03130 0.39956 0.84624
C 1.52129 0.91307 -0.51757
O 2.07022 0.28030 -1.64626
C 3.49184 0.86152 1.07331
C 4.47045 0.37650 0.04150
C 4.79476 1.16218 -1.05730
C 5.69006 0.71255 -2.01004
C 6.28409 -0.53046 -1.87566
C 5.98298 -1.31522 -0.77642
C 5.08651 -0.86229 0.17517
C 1.16865 0.99903 1.96863
C -0.24144 0.41449 2.01929
C -3.16426 -0.33550 1.10503
C -3.94149 -0.12366 -0.01991
C -4.53183 1.24950 -0.23899
N -3.46310 2.21635 -0.24889
C -2.56959 2.42518 -1.23528
C -1.63889 3.31484 -0.75046
C -2.05819 3.57565 0.56032
N -3.15410 2.89864 0.84771
H -5.53659 -2.74948 -2.59075
H -4.11000 -2.16267 -3.49406
H -5.70836 -1.42971 -3.77325
H -3.52165 -3.16078 -1.46317
H -2.09719 -3.46332 0.48037
H -1.87258 -1.16389 3.33150
H -1.29105 -2.69857 2.65527
H 0.48204 -2.70252 1.12743
H -0.02503 -1.38297 0.05349
H 2.47143 -1.61514 0.14955
H 2.40832 -1.42490 1.90220
H 0.42538 0.84268 -0.55252
H 1.78469 1.96853 -0.62156
H 1.86760 -0.65985 -1.60084
H 3.80811 0.50885 2.05830
H 3.49947 1.95374 1.08943
H 4.33901 2.13433 -1.17086
H 5.92752 1.33530 -2.86022
H 6.98400 -0.88289 -2.61933
H 6.45131 -2.28195 -0.65627
H 4.87145 -1.47647 1.03840
H 1.65528 0.79411 2.92391
H 1.09568 2.08143 1.84670
H -0.75583 0.81444 2.89700
H -0.80709 0.73185 1.12754
H -3.09284 0.46131 1.83114
H -5.20118 1.51837 0.58176
H -5.07256 1.28230 -1.18635
H -2.66109 1.94288 -2.18762
H -0.78819 3.71687 -1.26103
H -1.61332 4.22121 1.29141
```

Values from the calculation:
- Highest occupied orbital energy: -8.37 eV
- Structure (SMILES): COc1ccc(CN2CCC(CO)(Cc3ccccc3)CC2)cc1Cn1cccn1

Formally, the Mulliken partial charges of the atoms, in units of the elementary charge, are as follows: -0.97, -0.45, 0.80, -0.86, -0.87, 0.23, -1.83, 0.14, -0.29, -1.79, 2.37, -1.33, -0.55, -1.75, 0.46, -0.17, -0.75, -0.46, -0.73, -0.18, -1.92, -0.06, 0.23, 0.68, -1.27, 0.87, -0.10, -0.76, -0.41, -1.06, 0.36, 0.37, 0.26, 0.43, 0.38, 0.53, 0.49, 0.46, 0.19, 0.64, 0.40, 0.29, 0.47, 0.44, 0.59, 0.56, 0.34, 0.38, 0.38, 0.38, 0.39, 0.42, 0.49, 0.43, 0.00, 0.49, 0.27, 0.52, 0.44, 0.49, 0.52


Of them, entry A has the highest stability.